# 1
# C2H4FNO

One molecule with the formula C2H4FNO in a non-equilibrium geometry (the ωB97M-V functional and the def2-TZVPD basis, the Open Molecules 2025 dataset).

Results
Energy relative to the best compared isomer or geometry (same formula, charge and spin), kcal/mol: 109.7
Structure (SMILES): O/N=C/CF
Net charge: 0
LUMO, eV: -0.07
Multiplicity: 1

```
9
Properties=species:S:1:pos:R:3:nbo_charge:R:1
C -0.24 0.38 0.00 -0.001
C 1.26 0.24 0.09 -0.052
H -2.81 -1.17 -0.11 0.469
H -0.64 1.45 -0.26 0.231
H 1.68 0.87 -0.73 0.192
H 1.99 0.28 1.06 0.239
N -0.93 -0.70 0.43 -0.068
O -2.32 -0.39 -0.26 -0.624
F 2.01 -0.95 -0.23 -0.386
```



# 2
# C2H4FNO

A 2-piece molecular cluster, C2H4FNO overall in a non-equilibrium geometry (the ωB97M-V functional and the def2-TZVPD basis, the Open Molecules 2025 dataset).

Results
Energy relative to the best compared isomer or geometry (same formula, charge and spin), kcal/mol: 94.3
Structure (SMILES): C#[N+][O-].CF
Net charge: 0
LUMO, eV: 0.65
Multiplicity: 1

```
9
Properties=species:S:1:pos:R:3:nbo_charge:R:1
C 1.82 -1.72 0.79 -0.046
C -1.87 -0.88 -0.22 -0.132
N 1.53 -1.07 -0.13 0.203
O 1.26 -0.68 -1.24 -0.390
F -2.19 0.28 0.45 -0.366
H 1.91 -1.79 1.83 0.240
H -1.00 -0.71 -0.91 0.179
H -1.52 -1.62 0.41 0.150
H -2.71 -1.27 -0.75 0.161
```



# 3
# C2H4FNO2

C2H4FNO2 as an isolated structure in a non-equilibrium geometry (the ωB97M-V functional and the def2-TZVPD basis, the Open Molecules 2025 dataset).

Results
Energy relative to the best compared isomer or geometry (same formula, charge and spin), kcal/mol: 61.7
Net charge: 0
LUMO, eV: 0.19
Multiplicity: 1

```
10
Properties=species:S:1:pos:R:3:nbo_charge:R:1
C -0.43 3.22 1.28 1.021
C 0.55 -1.19 -0.66 0.449
N -0.62 -0.56 -0.44 -0.808
O -0.84 4.27 1.30 -0.492
O -0.05 2.12 1.22 -0.529
F 1.37 -0.47 -1.37 -0.335
H 1.32 -3.72 -0.02 -0.085
H -1.34 -0.91 0.09 0.395
H 1.09 -3.08 -0.51 0.010
H -1.05 0.32 -0.89 0.376
```